(1)
{
  "formula": "C8H12N2OS",
  "method": "ωB97M-V/def2-TZVPD",
  "homo_energy_ev": -7.7900,
  "orbital_gap_ev": 7.7,
  "mol_weight_g_mol": 184.26,
  "e_lumo_ev": -0.10,
  "species": ["C", "C", "C", "C", "C", "C", "C", "C", "N", "N", "O", "S", "H", "H", "H", "H", "H", "H", "H", "H", "H", "H", "H", "H"],
  "positions_angstrom": [[-1.44, -1.06, 0.67], [-2.78, -1.28, 0.69], [-0.95, 0.06, -0.06], [-3.69, -0.39, -0.02], [1.43, 0.43, 1.67], [1.96, -1.40, -0.90], [3.41, -1.13, -0.82], [0.70, 2.24, -0.22], [-1.72, 0.86, -0.72], [-3.03, 0.62, -0.71], [-4.90, -0.47, -0.05], [0.86, 0.44, 0.11], [-0.74, -1.69, 1.18], [-3.22, -2.10, 1.22], [1.81, -0.53, 1.97], [0.86, 0.98, 2.40], [1.59, -1.17, -1.92], [3.74, -0.97, 0.20], [3.82, -2.09, -1.15], [3.82, -0.35, -1.48], [1.67, 2.58, -0.59], [-0.08, 2.41, -0.95], [0.48, 2.74, 0.72], [-3.59, 1.26, -1.25]]
}



(2)
{
  "formula": "C8H12N2OS2",
  "method": "ωB97M-V/def2-TZVPD",
  "homo_energy_ev": [-8.1718, -8.1723],
  "orbital_gap_ev": [7.5, 7.5],
  "mol_weight_g_mol": 216.33,
  "e_lumo_ev": [-0.71, -0.71],
  "species": ["C", "C", "C", "C", "C", "C", "C", "C", "N", "N", "O", "S", "S", "H", "H", "H", "H", "H", "H", "H", "H", "H", "H", "H", "H"],
  "positions_angstrom": [[-1.82, 0.60, -0.59], [2.75, -0.59, -0.42], [-2.79, -1.51, -0.24], [1.44, 1.19, -1.64], [0.24, -1.80, 1.42], [0.71, 2.51, 1.06], [-1.58, -0.78, -0.63], [1.98, 0.55, -0.36], [-1.98, 1.73, -0.55], [3.44, -1.49, -0.56], [-0.68, -1.30, -1.25], [-0.58, -0.25, 1.61], [1.43, 0.81, 1.18], [-3.36, -1.82, -1.15], [-3.27, -1.06, 0.66], [-2.53, -2.61, -0.07], [1.80, 2.18, -1.58], [0.36, 0.94, -1.53], [1.79, 0.64, -2.56], [-0.19, -2.52, 2.04], [1.25, -1.55, 1.59], [-0.09, -2.15, 0.41], [1.39, 3.18, 0.48], [0.50, 2.75, 2.15], [-0.21, 2.36, 0.53]]
}



(3)
{
  "formula": "C8H12N3",
  "method": "ωB97M-V/def2-TZVPD",
  "homo_energy_ev": -12.2518,
  "charge": 1,
  "orbital_gap_ev": 8.5,
  "mol_weight_g_mol": 150.21,
  "e_lumo_ev": -3.73,
  "species": ["C", "C", "C", "C", "C", "C", "C", "C", "N", "N", "N", "H", "H", "H", "H", "H", "H", "H", "H", "H", "H", "H", "H"],
  "positions_angstrom": [[2.58, 0.04, 1.43], [2.62, -1.04, 0.60], [1.37, 0.68, 1.02], [-1.28, 1.72, -3.25], [-0.66, 1.17, -2.25], [-1.23, 0.30, -1.21], [-0.59, -0.05, -0.12], [-1.67, -0.97, 1.22], [1.50, -1.13, -0.21], [0.77, -0.03, 0.06], [-1.24, -0.88, 2.50], [3.29, 0.43, 2.20], [3.42, -1.75, 0.54], [1.11, 1.76, 1.25], [-0.60, 2.26, -3.89], [-2.36, 1.61, -3.38], [0.52, 1.24, -2.06], [-2.36, 0.27, -1.23], [-1.54, -1.92, 0.89], [-2.76, -0.67, 1.05], [-1.66, -0.09, 3.11], [1.12, -1.72, -0.91], [-0.32, -1.24, 2.64]]
}



(4)
{
  "formula": "C8H12N3O",
  "method": "ωB97M-V/def2-TZVPD",
  "homo_energy_ev": -11.7241,
  "charge": 1,
  "orbital_gap_ev": 8.9,
  "mol_weight_g_mol": 166.20,
  "e_lumo_ev": -2.83,
  "species": ["C", "C", "C", "C", "C", "C", "C", "C", "N", "N", "N", "O", "H", "H", "H", "H", "H", "H", "H", "H", "H", "H", "H", "H"],
  "positions_angstrom": [[0.59, 1.85, -0.71], [-0.71, 2.23, -0.83], [0.68, 1.16, 0.53], [-0.57, 1.19, 1.08], [0.72, -1.04, -1.80], [-0.63, -0.84, -1.91], [0.96, -1.50, -0.49], [-1.08, 0.70, 2.39], [-0.24, -1.63, 0.10], [2.12, -1.82, 0.09], [-1.21, -1.19, -0.75], [-1.42, 1.82, 0.24], [1.38, 2.05, -1.39], [-1.23, 2.79, -1.58], [1.45, -0.85, -2.56], [-1.21, -0.48, -2.74], [-0.54, -0.18, 2.72], [-0.94, 1.47, 3.15], [-2.15, 0.49, 2.33], [-0.44, -1.85, 1.06], [2.15, -2.21, 1.01], [2.97, -1.79, -0.45], [1.56, 0.76, 0.98], [-2.18, -1.12, -0.47]]
}



(5)
{
  "formula": "C8H12N3S",
  "method": "ωB97M-V/def2-TZVPD",
  "homo_energy_ev": -11.9104,
  "charge": 1,
  "orbital_gap_ev": 8.2,
  "mol_weight_g_mol": 182.27,
  "e_lumo_ev": -3.72,
  "species": ["C", "C", "C", "C", "C", "C", "C", "C", "N", "N", "N", "S", "H", "H", "H", "H", "H", "H", "H", "H", "H", "H", "H", "H"],
  "positions_angstrom": [[-2.67, 2.00, 0.20], [-1.22, 1.78, 0.41], [-3.51, 1.00, -0.22], [-0.72, 0.59, 0.09], [-2.00, -0.92, -0.30], [1.70, 0.21, 0.15], [2.16, -2.20, -0.20], [2.61, -0.88, 0.37], [-3.16, -0.33, -0.48], [2.28, 1.41, -0.12], [0.42, -0.08, 0.24], [-1.27, -2.37, -0.22], [-3.10, 2.96, 0.54], [-0.63, 2.69, 0.79], [-4.61, 1.24, -0.31], [1.80, -2.11, -1.32], [3.05, -2.87, -0.32], [1.26, -2.55, 0.26], [3.53, -0.63, -0.23], [2.72, -0.97, 1.46], [-3.78, -0.85, -0.99], [3.26, 1.71, -0.12], [1.74, 2.30, -0.06], [0.15, -1.12, 0.37]]
}



(6)
{
  "formula": "C8H12N3S",
  "method": "ωB97M-V/def2-TZVPD",
  "homo_energy_ev": [-13.0283, -13.0291],
  "charge": 1,
  "orbital_gap_ev": [7.3, 7.3],
  "mol_weight_g_mol": 182.27,
  "e_lumo_ev": [-5.71, -5.71],
  "species": ["C", "C", "C", "C", "C", "C", "C", "C", "N", "N", "N", "S", "H", "H", "H", "H", "H", "H", "H", "H", "H", "H", "H", "H"],
  "positions_angstrom": [[-2.27, 0.56, -0.93], [-2.08, -0.41, 0.11], [-1.35, 0.98, -1.96], [0.04, 0.77, -1.80], [-0.82, -0.94, 0.63], [0.80, 0.74, -0.67], [-1.02, -2.17, 1.56], [1.48, 0.80, 1.60], [-3.58, 0.93, -1.04], [-3.25, -0.77, 0.66], [0.95, 1.53, 0.42], [-4.51, 0.02, 0.00], [-1.78, 1.50, -2.75], [0.61, 0.60, -2.68], [-0.24, -1.20, -0.21], [1.57, -0.12, -0.53], [-1.97, -2.62, 1.27], [-1.33, -1.80, 2.46], [-0.18, -2.94, 1.81], [1.58, -0.22, 1.35], [2.44, 1.34, 2.00], [0.71, 0.86, 2.38], [0.49, 2.45, 0.50], [-0.15, -0.23, 1.31]]
}



(7)
{
  "formula": "C8H12N4",
  "method": "ωB97M-V/def2-TZVPD",
  "homo_energy_ev": [1.0939, -5.4412],
  "charge": -1,
  "orbital_gap_ev": [2.4, 8.9],
  "s2": 0.750,
  "spin_multiplicity": 2,
  "mol_weight_g_mol": 164.21,
  "e_lumo_ev": [3.54, 3.49],
  "species": ["C", "C", "C", "C", "N", "N", "H", "H", "H", "H", "H", "H", "C", "C", "C", "C", "N", "N", "H", "H", "H", "H", "H", "H"],
  "positions_angstrom": [[-3.98, 1.32, -1.95], [-1.60, -0.90, -0.43], [-2.86, 0.76, -1.12], [-1.96, 1.37, -0.32], [-2.60, -0.67, -1.25], [-1.27, 0.33, 0.28], [-1.06, -1.82, -0.23], [-0.54, 0.41, 0.93], [-1.81, 2.36, -0.06], [-4.81, 0.56, -2.07], [-3.78, 1.90, -2.91], [-4.24, 2.14, -1.25], [2.77, -1.49, 2.71], [2.36, -1.29, 0.10], [2.47, -0.79, 1.34], [2.23, 1.00, 0.03], [2.21, -0.22, -0.79], [2.28, 0.62, 1.28], [2.31, -2.36, -0.17], [1.97, -0.39, -1.75], [3.67, -2.07, 2.36], [1.95, -2.16, 3.13], [2.37, 1.97, -0.38], [3.06, -0.79, 3.51]]
}



(8)
{
  "formula": "C8H12N4",
  "method": "ωB97M-V/def2-TZVPD",
  "homo_energy_ev": -11.7005,
  "orbital_gap_ev": 12.2,
  "smiles": "CC#N.CC#N.CC#N.CC#N",
  "mol_weight_g_mol": 164.21,
  "e_lumo_ev": 0.53,
  "species": ["C", "C", "N", "H", "H", "H", "C", "C", "N", "H", "H", "H", "C", "C", "N", "H", "H", "H", "C", "C", "N", "H", "H", "H"],
  "positions_angstrom": [[34.17, 6.13, 1.17], [32.78, 6.54, 1.03], [31.70, 6.89, 0.84], [34.40, 5.07, 1.07], [34.46, 6.39, 2.20], [34.84, 6.68, 0.50], [26.50, 5.23, 4.61], [27.34, 4.04, 4.66], [27.94, 3.06, 4.73], [25.78, 5.08, 3.80], [27.10, 6.13, 4.47], [25.93, 5.30, 5.54], [31.77, -4.04, 7.50], [31.10, -4.41, 8.78], [30.58, -4.67, 9.79], [31.23, -3.18, 7.10], [31.71, -4.98, 6.96], [32.81, -3.76, 7.66], [23.99, -0.22, 0.59], [23.70, -0.69, -0.80], [23.52, -1.07, -1.89], [23.04, -0.35, 1.11], [24.33, 0.82, 0.59], [24.82, -0.82, 0.96]]
}



(9)
{
  "formula": "C8H12N5O5SSrTe",
  "method": "ωB97M-V/def2-TZVPD",
  "homo_energy_ev": [-4.2514, -2.9525],
  "charge": -1,
  "orbital_gap_ev": [6.7, 4.9],
  "mol_weight_g_mol": 505.50,
  "e_lumo_ev": [2.41, 1.93],
  "species": ["Sr", "N", "N", "C", "N", "N", "N", "O", "O", "H", "H", "H", "H", "H", "Te", "C", "C", "C", "C", "C", "C", "C", "S", "O", "O", "O", "H", "H", "H", "H", "H", "H", "H"],
  "positions_angstrom": [[0.35, 0.08, 1.41], [-1.06, 2.53, 1.70], [-0.31, 3.70, 1.67], [0.96, 3.55, 1.19], [1.65, 4.61, 0.83], [1.40, 2.31, 1.25], [2.37, 1.81, 0.36], [2.17, 0.53, 0.08], [3.37, 2.45, 0.06], [-1.60, 2.66, 0.79], [-1.85, 2.61, 2.37], [-0.88, 4.44, 1.13], [1.54, 5.52, 1.28], [2.59, 4.47, 0.46], [-2.36, 4.33, -0.59], [-0.03, -2.08, -3.69], [-0.22, -2.54, -2.18], [0.85, -2.39, -1.24], [0.58, -2.41, 0.11], [-0.66, -2.91, 0.51], [-1.64, -3.28, -0.40], [-1.38, -3.11, -1.71], [-1.04, -2.57, 2.25], [-1.95, -3.54, 2.84], [-1.58, -1.22, 1.93], [0.36, -2.39, 2.79], [0.54, -1.14, -3.62], [-1.05, -1.94, -4.07], [0.53, -2.88, -4.19], [1.84, -2.15, -1.71], [1.34, -2.17, 0.85], [-2.63, -3.64, -0.03], [-2.19, -3.27, -2.42]]
}



(10)
{
  "formula": "C8H12N6",
  "method": "ωB97M-V/def2-TZVPD",
  "homo_energy_ev": -7.0869,
  "orbital_gap_ev": 7.7,
  "smiles": "CN(C)c1nc2ncn(C)c(N)c-2n1",
  "mol_weight_g_mol": 192.23,
  "e_lumo_ev": 0.57,
  "species": ["C", "N", "C", "C", "N", "C", "N", "C", "N", "C", "C", "N", "C", "N", "H", "H", "H", "H", "H", "H", "H", "H", "H", "H", "H", "H"],
  "positions_angstrom": [[-2.84, -1.92, 1.94], [-1.81, -0.87, 2.15], [-1.64, -0.28, 3.51], [-1.10, -0.42, 1.09], [-1.57, -0.71, -0.22], [-0.66, -0.23, -0.98], [-0.73, -0.02, -2.34], [0.35, 0.26, -2.99], [1.59, 0.54, -2.35], [2.85, 0.99, -3.05], [1.52, 0.70, -0.93], [2.53, 1.34, -0.23], [0.43, 0.20, -0.21], [0.08, 0.16, 1.09], [-2.38, -2.83, 1.57], [-3.36, -2.17, 2.86], [-3.59, -1.68, 1.13], [-0.73, -0.76, 4.02], [-1.45, 0.79, 3.32], [-2.60, -0.38, 4.08], [0.33, 0.40, -4.07], [3.73, 0.44, -2.72], [3.17, 2.08, -2.84], [2.69, 0.91, -4.15], [2.85, 2.23, -0.44], [2.33, 1.23, 0.74]]
}



The following E_tot values (in a.u.) correspond, in order, to the records above: -894.72802 -1292.99453 -475.91066 -551.27888 -874.16167 -874.11395 -530.97473 -530.99678 -1658.91410 -640.54878.
The following ΔE to the lowest compared entry with this formula, charge and spin values (in kcal/mol) correspond, in order, to the records above: 174.4 96.2 106.6 21.2 55.8 85.8 31.9 55.2 0.0 0.0.